{
  "formula": "C82H210N12O34",
  "method": "ωB97M-V/def2-TZVPD",
  "e_tot_ha": -6464.63820,
  "charge": 0,
  "e_above_lowest_kcal_mol": 162.3,
  "e_lumo_ev": 0.4740,
  "elements": ["C", "O", "C", "C", "N", "C", "C", "O", "C", "H", "H", "H", "H", "H", "H", "H", "H", "H", "H", "H", "H", "H", "H", "H", "C", "O", "C", "C", "N", "C", "C", "O", "C", "H", "H", "H", "H", "H", "H", "H", "H", "H", "H", "H", "H", "H", "H", "H", "C", "O", "C", "C", "N", "C", "C", "O", "C", "H", "H", "H", "H", "H", "H", "H", "H", "H", "H", "H", "H", "H", "H", "H", "C", "O", "C", "C", "N", "C", "C", "O", "C", "H", "H", "H", "H", "H", "H", "H", "H", "H", "H", "H", "H", "H", "H", "H", "C", "O", "C", "C", "N", "C", "C", "O", "C", "H", "H", "H", "H", "H", "H", "H", "H", "H", "H", "H", "H", "H", "H", "H", "C", "O", "C", "C", "N", "C", "C", "O", "C", "H", "H", "H", "H", "H", "H", "H", "H", "H", "H", "H", "H", "H", "H", "H", "C", "O", "C", "C", "N", "C", "C", "O", "C", "H", "H", "H", "H", "H", "H", "H", "H", "H", "H", "H", "H", "H", "H", "H", "C", "O", "C", "C", "N", "C", "C", "O", "C", "H", "H", "H", "H", "H", "H", "H", "H", "H", "H", "H", "H", "H", "H", "H", "C", "O", "C", "C", "N", "C", "C", "O", "C", "H", "H", "H", "H", "H", "H", "H", "H", "H", "H", "H", "H", "H", "H", "H", "C", "O", "C", "C", "N", "C", "C", "O", "C", "H", "H", "H", "H", "H", "H", "H", "H", "H", "H", "H", "H", "H", "H", "H", "C", "O", "C", "C", "N", "C", "C", "O", "C", "H", "H", "H", "H", "H", "H", "H", "H", "H", "H", "H", "H", "H", "H", "H", "C", "O", "C", "C", "N", "C", "C", "O", "C", "H", "H", "H", "H", "H", "H", "H", "H", "H", "H", "H", "H", "H", "H", "H", "C", "C", "O", "O", "H", "H", "H", "H", "H", "H", "C", "C", "O", "O", "H", "H", "H", "H", "H", "H", "C", "C", "O", "O", "H", "H", "H", "H", "H", "H", "C", "C", "O", "O", "H", "H", "H", "H", "H", "H", "C", "C", "O", "O", "H", "H", "H", "H", "H", "H"],
  "xyz": [[4.7707, -0.1264, -4.9583], [3.5639, 0.4618, -5.4674], [2.5007, -0.3864, -5.1724], [1.3276, 0.0365, -5.9887], [1.0214, 1.4445, -5.7396], [-0.0553, 1.9317, -6.5643], [-0.3927, 3.4834, -6.3382], [0.8030, 4.2355, -6.3565], [1.6644, 4.1272, -7.4374], [4.9897, 0.0911, -3.9129], [5.5710, 0.3804, -5.4975], [4.8338, -1.1994, -5.1394], [2.2624, -0.3182, -4.1110], [2.6760, -1.4568, -5.2804], [0.4783, -0.5358, -5.6155], [1.4775, -0.2318, -7.0345], [1.9008, 1.9361, -5.8115], [-0.9144, 1.3204, -6.2879], [0.1350, 1.7603, -7.6238], [-0.9836, 3.6644, -5.4403], [-1.0072, 3.7913, -7.1841], [1.0934, 4.2381, -8.3592], [2.2205, 3.1945, -7.5312], [2.2985, 4.9952, -7.2567], [-1.8174, -0.8278, 6.0270], [-1.8076, -1.9548, 6.8303], [-1.2349, -3.1050, 6.2376], [-0.8726, -4.1978, 7.3079], [-2.1337, -4.5446, 8.0650], [-3.0422, -5.5121, 7.4343], [-2.4836, -7.0111, 7.3185], [-3.3742, -8.0265, 7.1337], [-4.0235, -8.0783, 5.8568], [-2.2470, 0.0490, 6.5115], [-2.4057, -1.0254, 5.1309], [-0.8176, -0.5595, 5.6854], [-0.4325, -2.7365, 5.5985], [-1.8657, -3.5096, 5.4461], [-0.0726, -3.9975, 8.0207], [-0.4912, -5.1442, 6.9246], [-2.5861, -3.6532, 8.2093], [-3.1302, -5.1528, 6.4090], [-4.0512, -5.3741, 7.8227], [-1.9404, -7.2702, 8.2273], [-1.7948, -7.0395, 6.4742], [-3.3769, -8.3102, 5.0105], [-4.5864, -7.1761, 5.6174], [-4.6733, -8.9463, 5.7464], [-3.7116, -2.4409, -0.2868], [-3.8262, -3.4647, -1.2300], [-4.2972, -2.9791, -2.4716], [-4.1298, -3.9704, -3.6156], [-4.5215, -5.3438, -3.2182], [-5.9771, -5.4472, -3.3607], [-6.3684, -6.6677, -2.5288], [-6.0588, -6.4209, -1.1446], [-6.8575, -7.1374, -0.3196], [-3.4327, -2.7038, 0.7336], [-4.7033, -2.0005, -0.1834], [-3.1884, -1.5318, -0.5833], [-3.8869, -2.0429, -2.8501], [-5.3733, -2.8060, -2.4810], [-3.0415, -3.9294, -3.6598], [-4.5045, -3.6023, -4.5707], [-4.4454, -5.4771, -2.2199], [-6.3042, -5.5361, -4.3966], [-6.5360, -4.5982, -2.9671], [-5.8847, -7.6199, -2.7468], [-7.3976, -7.0063, -2.6483], [-6.8850, -8.1992, -0.5643], [-7.8927, -6.8152, -0.4322], [-6.5443, -7.0046, 0.7159], [-4.5969, -5.4794, 2.3092], [-5.1174, -4.7121, 3.3552], [-4.3941, -3.5564, 3.7641], [-5.2896, -2.7267, 4.7258], [-5.2636, -3.1692, 6.1151], [-6.1840, -2.3151, 6.8945], [-6.3378, -2.8558, 8.3673], [-5.1877, -2.9478, 9.1953], [-4.4952, -1.6763, 9.2498], [-3.5460, -5.5815, 2.5800], [-4.6451, -4.9780, 1.3425], [-5.1235, -6.4287, 2.2113], [-4.2108, -2.9468, 2.8794], [-3.3706, -3.7638, 4.0764], [-6.3437, -2.8708, 4.4888], [-4.9282, -1.6987, 4.7009], [-4.3375, -2.9144, 6.4273], [-7.1915, -2.3928, 6.4859], [-5.8819, -1.2680, 6.8738], [-6.7344, -3.8677, 8.2835], [-7.0404, -2.2522, 8.9418], [-5.0907, -0.8829, 9.7015], [-4.0439, -1.3306, 8.3199], [-3.6824, -1.8906, 9.9437], [5.9072, 10.3009, -4.4819], [5.0311, 9.9815, -3.3822], [4.9535, 10.9419, -2.2902], [4.2649, 10.3389, -1.0140], [2.8870, 9.8721, -1.3414], [2.4631, 8.6743, -0.5739], [1.2278, 8.0528, -1.2084], [1.3978, 7.7717, -2.5721], [0.2019, 7.4059, -3.2144], [5.8206, 11.3256, -4.8434], [5.7297, 9.6973, -5.3720], [6.9107, 10.0504, -4.1379], [4.3427, 11.7927, -2.5920], [5.9765, 11.2702, -2.1066], [4.3111, 11.1271, -0.2624], [4.9271, 9.5369, -0.6879], [2.8704, 9.5372, -2.2941], [2.2257, 8.9040, 0.4648], [3.2568, 7.9294, -0.6305], [0.4566, 8.8170, -1.1118], [0.9188, 7.1833, -0.6283], [-0.5394, 8.1954, -3.0907], [-0.1534, 6.4641, -2.7962], [0.3798, 7.2265, -4.2747], [-7.9559, -0.0057, 3.9870], [-6.7303, 0.4228, 3.4891], [-6.3578, 0.0151, 2.1542], [-5.0891, 0.6906, 1.6572], [-3.9647, 0.1327, 2.3620], [-2.6148, 0.4914, 1.8818], [-2.3963, 2.0104, 1.5788], [-2.7637, 2.8455, 2.6746], [-2.7044, 4.2300, 2.2803], [-8.8268, 0.2645, 3.3898], [-8.0646, 0.3465, 5.0128], [-8.0557, -1.0906, 3.9522], [-7.0968, 0.4054, 1.4545], [-6.3446, -1.0737, 2.1051], [-5.0552, 1.7597, 1.8669], [-4.9992, 0.5704, 0.5775], [-4.0532, 0.2822, 3.3569], [-2.3629, -0.0099, 0.9473], [-1.8730, 0.0314, 2.5347], [-2.9267, 2.3204, 0.6784], [-1.3626, 2.2384, 1.3187], [-1.7341, 4.5468, 1.8979], [-2.7286, 4.7095, 3.2589], [-3.5225, 4.5848, 1.6535], [-0.1886, -2.6376, 1.9424], [-0.4422, -2.0317, 0.6606], [0.3144, -2.4673, -0.5060], [-0.0626, -1.5199, -1.6791], [0.6373, -0.2621, -1.5207], [0.2121, 0.8315, -2.4371], [0.9470, 2.1565, -1.9983], [0.1935, 2.7188, -0.9542], [0.5574, 4.0120, -0.5034], [-0.8918, -3.4507, 2.1228], [-0.4575, -1.9308, 2.7274], [0.7939, -3.0682, 2.1355], [0.2090, -3.5300, -0.7246], [1.3728, -2.3505, -0.2732], [-1.1352, -1.3577, -1.5735], [0.2701, -2.0527, -2.5699], [0.8534, 0.0935, -0.6004], [-0.8397, 1.1162, -2.4089], [0.3845, 0.5090, -3.4640], [1.0052, 2.8351, -2.8493], [1.9963, 1.9515, -1.7859], [-0.1921, 4.2197, 0.2602], [0.3947, 4.8587, -1.1703], [1.5527, 4.0718, -0.0631], [2.4886, 1.3286, 1.5308], [2.6851, 0.8266, 2.8413], [2.4119, 1.7205, 3.9313], [2.7287, 1.1688, 5.2781], [1.8885, -0.0416, 5.4888], [2.5001, -1.0828, 6.3678], [2.8753, -0.6324, 7.8292], [4.1092, 0.0301, 7.8682], [4.5163, 0.3665, 9.2213], [3.1078, 2.2147, 1.3913], [1.4866, 1.6106, 1.2076], [2.8291, 0.5407, 0.8589], [1.3663, 2.0123, 3.8324], [2.9175, 2.6763, 3.7939], [2.7681, 1.9540, 6.0331], [3.7588, 0.8442, 5.1311], [1.6702, -0.4603, 4.5960], [3.3725, -1.4440, 5.8233], [1.7988, -1.9153, 6.4254], [2.7472, -1.4030, 8.5893], [2.2193, 0.1923, 8.1078], [4.6051, -0.5387, 9.8220], [3.8056, 1.0543, 9.6796], [5.5182, 0.7955, 9.2091], [-2.7838, 5.5177, -1.1663], [-2.4129, 6.3220, -0.0741], [-2.5013, 7.7739, -0.2058], [-1.8776, 8.2798, 1.1354], [-0.5974, 7.6992, 1.5043], [0.0308, 8.2068, 2.7300], [-0.2732, 7.4860, 4.0310], [-0.4202, 6.1137, 3.8324], [0.5844, 5.2761, 3.2802], [-2.0558, 5.4515, -1.9749], [-3.7843, 5.7870, -1.5048], [-2.8286, 4.4976, -0.7850], [-3.5528, 8.0135, -0.3640], [-1.9946, 8.1869, -1.0780], [-2.6553, 8.1039, 1.8786], [-1.7702, 9.3571, 1.0091], [-0.7320, 6.7164, 1.6942], [-0.1540, 9.2666, 2.9054], [1.1117, 8.1171, 2.6214], [-1.1946, 7.8271, 4.5030], [0.5209, 7.6395, 4.7617], [1.4507, 5.1982, 3.9372], [0.9252, 5.5361, 2.2781], [0.2539, 4.2375, 3.2665], [-2.1868, -0.7154, -8.9626], [-2.9656, 0.3560, -8.3601], [-4.3947, 0.3174, -8.4605], [-4.9879, 1.5453, -7.7459], [-5.0336, 1.3580, -6.2842], [-3.7842, 1.5497, -5.6056], [-3.8750, 2.0018, -4.1353], [-4.6854, 3.1813, -3.9659], [-4.2636, 4.4285, -4.4356], [-2.2893, -0.5790, -10.0391], [-2.4072, -1.7530, -8.7120], [-1.1547, -0.5109, -8.6779], [-4.8101, -0.6082, -8.0619], [-4.6785, 0.3244, -9.5128], [-6.0019, 1.6245, -8.1380], [-4.4380, 2.3916, -8.1576], [-5.6956, 2.0732, -6.0191], [-3.2198, 2.3023, -6.1562], [-3.2511, 0.6031, -5.6940], [-2.8719, 2.1499, -3.7352], [-4.2184, 1.1415, -3.5607], [-4.2463, 4.5341, -5.5204], [-3.2601, 4.6555, -4.0757], [-5.0049, 5.1575, -4.1080], [5.0721, 5.3875, 0.3261], [4.9357, 5.4180, -1.0669], [3.7197, 4.9762, -1.6498], [3.7741, 5.0535, -3.1751], [4.8818, 4.2585, -3.7787], [4.9098, 4.1592, -5.2056], [6.2550, 3.5423, -5.7341], [7.4180, 4.1223, -5.0973], [8.5776, 3.2130, -5.2249], [6.0986, 5.4821, 0.6804], [4.7818, 4.4328, 0.7648], [4.6210, 6.2738, 0.7722], [2.9173, 5.5949, -1.2478], [3.5087, 3.9353, -1.4044], [3.8116, 6.1080, -3.4485], [2.8024, 4.7200, -3.5393], [5.7821, 4.6446, -3.5324], [4.7361, 5.1501, -5.6251], [4.0671, 3.5313, -5.4951], [6.2690, 3.6721, -6.8162], [6.1705, 2.4599, -5.6370], [9.0377, 3.2092, -6.2130], [8.3695, 2.1812, -4.9418], [9.3078, 3.5811, -4.5041], [4.4200, -2.1939, -0.4947], [4.0046, -3.4998, -0.9517], [4.2191, -3.7297, -2.3382], [3.3658, -4.9185, -2.6793], [1.9495, -4.8554, -2.4271], [1.3538, -6.1997, -2.4844], [-0.1293, -6.2137, -2.2352], [-0.3788, -6.1282, -0.8927], [-1.7473, -6.1976, -0.5615], [3.7789, -1.4051, -0.8884], [5.4242, -1.8574, -0.7527], [4.3647, -2.1787, 0.5938], [5.2580, -3.9368, -2.5949], [3.9891, -2.8780, -2.9783], [3.7146, -5.6660, -1.9668], [3.6213, -5.2626, -3.6814], [1.7494, -4.3286, -1.5889], [1.7572, -6.8723, -1.7275], [1.5524, -6.6244, -3.4684], [-0.4902, -7.1665, -2.6224], [-0.6574, -5.4424, -2.7959], [-2.3669, -5.4935, -1.1168], [-1.8177, -5.8507, 0.4694], [-2.2259, -7.1630, -0.7263], [0.5645, -6.3947, 2.3626], [-0.4222, -6.2427, 3.4706], [0.1246, -5.4920, 4.5959], [1.9050, -6.7077, 2.8400], [0.5030, -5.5074, 1.7324], [0.2641, -7.1425, 1.6286], [-0.4797, -7.2776, 3.8080], [-1.4107, -5.8768, 3.1931], [1.0364, -5.7792, 4.6845], [2.3204, -7.3040, 2.2128], [3.3878, -3.8434, 4.4185], [3.5120, -4.5279, 5.8107], [2.5174, -5.5949, 5.9627], [4.0322, -4.6735, 3.4753], [3.9655, -2.9195, 4.4441], [2.3370, -3.8878, 4.1322], [3.2060, -3.7568, 6.5177], [4.5300, -4.8225, 6.0658], [2.6240, -5.8791, 6.8734], [3.4718, -5.4456, 3.3683], [6.6484, 1.1165, -1.0149], [6.8107, 2.5633, -1.4146], [7.9406, 2.7673, -2.2237], [7.7193, 0.7235, -0.1130], [6.6784, 0.5244, -1.9296], [5.6436, 1.0032, -0.6081], [6.9851, 3.1819, -0.5342], [5.9621, 2.9299, -1.9922], [7.9334, 3.6876, -2.4969], [8.5733, 0.9067, -0.5115], [0.2758, -3.8181, -5.3808], [0.0035, -3.7763, -6.9000], [0.7205, -2.7635, -7.6536], [1.5259, -4.3440, -5.0607], [-0.5150, -4.2992, -4.8052], [0.2330, -2.7995, -4.9952], [-1.0593, -3.5868, -7.0510], [0.0755, -4.7944, -7.2826], [0.3814, -2.7437, -8.5515], [1.6493, -4.4572, -4.1154], [5.3298, -6.2875, 1.0947], [4.0978, -6.9377, 0.4527], [3.7204, -8.0386, 1.2220], [6.4447, -6.9897, 0.5732], [5.2978, -6.3161, 2.1838], [5.3653, -5.2286, 0.8386], [4.3468, -7.2440, -0.5633], [3.4072, -6.1049, 0.3203], [4.4869, -8.6142, 1.2742], [7.2187, -6.5003, 0.8616]],
  "forces_ev_per_angstrom": [[0.52, 1.21, -0.75], [1.58, -1.09, 0.34], [-1.04, -0.11, 0.82], [-0.88, 0.23, 0.59], [0.54, -0.33, 0.29], [-0.40, 1.20, 0.69], [0.97, -2.13, -1.32], [-0.82, 0.02, 2.04], [-0.42, 0.63, -0.44], [-0.58, -0.04, 0.35], [0.14, -0.25, -0.13], [-0.18, -0.03, -0.08], [-0.16, 0.34, 0.42], [0.50, -0.16, -0.71], [-0.24, -0.28, -0.24], [0.01, 0.12, -0.31], [-0.18, 0.51, -0.18], [-0.35, 0.14, -0.23], [-0.02, 0.08, -0.41], [0.57, 0.07, 0.27], [-0.27, 0.02, -0.24], [0.08, 0.21, -0.41], [0.17, -0.14, 0.34], [0.49, -0.29, -0.64], [0.08, 0.28, -1.11], [-0.44, -0.67, 1.61], [1.24, -0.29, -0.32], [-1.75, -0.56, 0.01], [1.41, -0.13, 0.56], [0.72, 0.10, -1.45], [0.81, 2.18, 0.49], [-2.32, -1.45, -0.94], [0.08, -0.18, -0.12], [-0.04, -0.30, 0.41], [-0.29, 0.06, -0.39], [0.32, 0.07, 0.07], [0.97, -0.25, 0.34], [-0.71, -0.39, 0.33], [-0.22, 1.10, 0.09], [-0.27, 0.30, -0.97], [-0.51, -0.21, 0.28], [-0.43, -0.33, -0.64], [0.16, -0.49, 0.50], [0.10, 0.21, 0.10], [0.49, 0.31, -0.07], [1.00, 0.56, 0.06], [-0.02, 0.12, 0.16], [-0.37, 0.07, 1.03], [-1.70, 1.65, 0.52], [1.02, -0.15, -0.96], [-1.98, 0.19, -1.15], [2.56, -0.72, 2.22], [-1.31, 1.05, -1.41], [-0.11, -1.48, 0.42], [-0.34, -0.69, 0.39], [0.98, 1.30, -1.70], [-1.36, -0.84, 1.07], [0.43, -0.70, -0.46], [-0.64, -0.04, 0.37], [0.97, -0.42, -0.42], [0.62, 0.29, 0.63], [-0.44, 0.36, 1.01], [0.40, -0.65, -0.82], [-0.42, -0.27, 0.22], [0.92, 0.42, 0.29], [0.24, -0.31, -0.15], [0.00, 0.26, 0.29], [0.85, 0.22, -0.70], [-0.62, 0.83, 0.16], [0.33, -0.41, 0.05], [-0.37, 0.18, 0.27], [-0.02, -0.02, -0.11], [0.95, 0.80, 0.32], [-1.11, 0.04, 0.91], [-1.18, 0.30, -0.94], [0.77, -1.13, 0.17], [-0.04, 0.42, 0.49], [0.38, -1.17, 1.38], [0.01, 0.06, -0.53], [0.65, 1.30, -1.23], [0.37, -1.23, 1.06], [0.38, -0.82, -0.51], [-0.09, 0.26, -0.23], [0.14, 0.06, 0.42], [-0.24, 0.43, -0.29], [-0.02, -0.45, 0.79], [0.15, 0.50, -0.96], [-0.42, 0.42, -0.55], [0.42, -0.36, 0.53], [-0.03, 0.05, -0.21], [-0.04, 0.30, 0.01], [0.04, -0.03, 0.06], [-0.49, 0.28, -0.33], [-0.39, 0.02, -0.14], [-0.23, -0.23, -0.27], [0.14, 0.23, -0.05], [-0.04, -0.11, 1.02], [-0.68, 0.12, -0.05], [-0.31, -0.68, -0.52], [0.40, -0.29, -2.02], [0.41, -0.11, 0.95], [0.39, 0.07, -1.08], [-0.31, 0.96, 0.47], [0.89, -0.11, -0.42], [0.24, -0.18, 0.16], [0.06, 0.29, 0.41], [-0.55, -0.43, 0.41], [0.34, 0.43, -0.22], [0.05, 0.21, -0.28], [0.01, 0.17, 0.49], [-0.40, -0.01, 0.11], [-0.10, -0.40, 0.24], [0.27, 0.24, -0.37], [0.07, 0.06, 0.02], [0.35, -0.24, 0.36], [-0.51, 0.00, 0.07], [-0.10, -0.21, -0.02], [-0.28, 0.00, -0.02], [-0.37, -0.09, 0.14], [0.23, 0.20, 0.06], [-0.46, -0.90, -0.42], [1.33, 0.54, -0.59], [-1.19, 1.12, 0.03], [0.51, -0.12, 1.40], [1.72, -1.05, -0.46], [-0.49, 0.87, -0.25], [0.20, -0.40, 0.70], [0.02, 0.21, -1.21], [0.19, -0.35, 2.02], [-0.04, 0.85, -0.21], [0.06, 0.02, -0.15], [0.39, -0.47, 0.41], [-0.71, -0.27, -0.01], [0.32, -0.12, -0.13], [-0.88, 0.40, -0.22], [0.04, -0.32, -0.04], [0.00, 0.24, -0.04], [-0.42, -0.15, -0.35], [-0.02, 0.54, 0.51], [-0.59, -0.16, -0.14], [0.47, -0.39, 0.04], [0.06, -0.41, -0.56], [-0.39, 0.50, -0.16], [-0.01, -0.33, -0.17], [-0.85, -0.22, -0.44], [0.58, -0.35, -0.03], [-0.06, 0.90, 0.94], [0.71, -0.49, 2.32], [0.22, 1.05, -1.55], [1.11, 0.32, 1.30], [-0.45, -0.98, -1.74], [0.24, 0.26, 0.19], [-0.90, -0.15, 0.79], [-0.17, -0.39, -0.29], [0.36, 0.41, -0.17], [0.37, 0.39, -0.43], [-0.80, -0.08, -0.03], [0.34, 0.19, -0.05], [-0.37, -0.34, -0.64], [-0.38, 0.30, -0.44], [-0.62, -0.48, 0.21], [-0.53, -0.30, 0.39], [0.42, 0.40, 0.01], [-0.31, 0.22, -0.28], [0.17, -0.17, 0.70], [0.20, -0.01, 0.41], [0.30, -0.30, -0.90], [0.13, -0.16, -0.07], [0.67, 0.06, 0.24], [-0.09, -0.28, 0.70], [-1.19, 1.37, -1.49], [0.60, -2.10, -1.44], [0.09, 0.80, 1.97], [0.13, 0.76, 0.04], [-1.13, 1.41, -1.23], [1.92, -0.20, 0.83], [-0.15, -0.58, -1.06], [0.25, 0.19, -0.17], [-0.54, -0.12, 0.59], [0.09, 0.03, -0.01], [-0.53, -0.15, 0.27], [0.63, 0.08, -0.14], [-0.67, -0.31, 0.21], [0.56, -0.10, 0.46], [0.19, 0.05, -0.12], [0.51, -0.20, 0.51], [-0.14, 0.04, 0.10], [0.34, -0.44, -0.17], [-1.15, -0.34, 0.05], [-0.27, -0.16, 0.12], [-0.07, 0.08, 0.05], [-0.20, 0.21, -0.37], [-0.29, -0.32, 0.54], [0.54, 0.94, -0.26], [0.89, -1.64, 0.76], [-1.14, 0.38, -0.69], [0.02, -0.01, 0.21], [0.59, 0.56, -0.08], [0.14, -0.28, -0.05], [-0.97, -1.79, -0.30], [0.52, 0.15, 0.75], [0.09, 0.61, -0.23], [-0.03, 0.04, -0.41], [-0.16, -0.07, 0.14], [-0.18, 0.36, 0.55], [0.52, -0.40, -0.12], [-0.11, 0.05, 0.37], [0.12, 0.14, 0.23], [-0.25, -0.24, -0.42], [-0.12, 0.14, -0.34], [0.19, 0.07, -0.36], [-0.17, -0.17, -0.13], [0.31, 0.42, 0.03], [0.38, 0.50, 0.12], [-0.07, 0.29, -0.13], [-0.72, 0.19, -0.13], [-0.51, 1.57, -0.25], [0.23, -0.95, 0.52], [0.52, -0.01, -0.23], [0.47, -1.94, -0.52], [-1.46, 0.77, -0.96], [0.73, 0.51, 0.03], [0.08, 0.20, -1.09], [-0.63, -1.61, 0.51], [0.37, -0.10, -0.30], [0.15, -0.32, -0.24], [-0.58, 0.10, 0.44], [-0.05, 0.01, 0.02], [0.07, -0.12, 0.39], [-0.03, 0.21, -0.35], [-0.18, 0.06, 0.31], [0.29, 0.51, 0.50], [-0.08, 0.04, 0.79], [0.54, 0.17, -0.07], [0.41, 0.10, 0.30], [0.35, 0.39, -0.20], [-0.95, 0.51, 0.32], [0.07, -0.37, -0.35], [0.10, 0.29, 0.19], [0.21, -0.02, 0.35], [0.04, 0.11, 0.35], [1.01, -0.09, -0.81], [0.37, -0.19, 0.10], [0.76, 0.26, -0.11], [-0.19, -0.12, 1.55], [0.34, 0.11, -0.33], [-1.08, 0.54, 0.29], [0.13, -2.03, -0.75], [-0.50, 1.01, 0.62], [0.48, 0.01, -0.88], [-0.71, -0.01, 0.07], [-0.78, -0.21, 0.26], [-0.35, 0.08, -0.25], [0.14, -0.29, 0.40], [0.23, 0.31, -0.20], [0.02, -0.39, -0.14], [-0.06, 0.27, 0.54], [0.13, 0.27, -0.56], [0.10, -0.21, -0.45], [0.24, 0.43, -0.20], [0.46, -0.12, 0.69], [-0.30, 0.29, -0.22], [-0.49, 0.08, 0.05], [0.02, 0.07, -0.13], [-0.35, -0.10, 0.10], [0.80, 1.27, -0.02], [-0.70, 0.39, -0.12], [1.20, -1.04, 1.02], [-0.65, 0.31, -1.05], [-0.12, 0.63, 0.41], [0.10, -0.51, -1.46], [-0.26, 0.21, 1.39], [-0.40, 0.82, 0.26], [-0.46, -0.06, -0.12], [0.39, -0.69, -0.29], [-0.16, -0.21, -0.05], [0.28, -0.34, 0.37], [-0.50, 0.53, 0.24], [0.64, -0.54, -0.24], [-0.36, -0.02, -0.17], [0.05, -0.30, 0.18], [0.47, -0.16, 0.10], [0.08, 0.09, -0.05], [-0.25, -0.32, -0.14], [-0.06, 0.37, -0.11], [0.23, 0.32, -0.35], [-0.11, -0.44, 0.16], [0.39, -0.42, 0.20], [0.64, 0.69, -1.67], [1.34, -1.30, 2.01], [-1.20, 0.12, -1.59], [-1.55, 0.89, 0.25], [0.89, 0.58, 0.06], [-0.27, -0.48, 0.35], [-0.85, -0.20, 0.47], [0.28, 0.19, -0.08], [0.40, -0.14, 0.35], [0.28, -0.38, -0.13], [0.85, -2.66, 0.96], [-1.64, 1.21, 0.07], [1.45, 0.64, -0.40], [0.73, 0.10, -0.68], [-0.70, 0.24, -0.15], [-0.28, 1.23, 0.35], [0.18, 0.14, 0.35], [-0.01, -0.33, -0.38], [-0.25, -0.29, 0.03], [-0.32, -0.39, -0.22], [1.46, 0.66, -0.48], [-0.39, 0.66, 0.18], [1.08, -0.63, -0.56], [-1.49, -0.24, 0.02], [0.08, -0.28, -0.11], [0.35, -0.26, 0.72], [-0.59, -0.06, 0.45], [-0.50, -0.19, 0.36], [0.02, 0.03, -0.14], [-0.12, 0.20, -0.38], [0.32, 1.35, -0.12], [-0.86, -0.12, 0.18], [0.18, -0.80, 1.15], [0.62, -0.49, -1.87], [-0.41, -0.57, -0.54], [-0.08, 0.57, -0.17], [-0.32, 0.31, 0.40], [0.86, -0.07, -0.32], [-0.09, -0.20, 0.02], [-0.44, 0.31, 1.00], [-0.47, 0.22, -0.81], [1.81, 1.46, -0.06], [-1.28, -0.43, 0.14], [0.54, 0.03, 0.20], [-0.19, -0.29, 0.06], [0.07, 0.12, -0.26], [0.22, -0.09, -0.09], [-1.04, -0.62, 0.65], [0.05, -0.12, 0.08], [0.30, -0.22, -0.05]]
}